Record 1
Computed, not measured: C18H18FOPm as an isolated structure, with ωB97M-V/def2-TZVPD.

## Properties
energy relative to the best compared isomer or geometry (same formula, charge and spin): 3.27 kcal per mole
frontier orbital gap (alpha / beta): 7.578 / 7.698 eV
2S+1: 5
LUMO energy (alpha / beta): -0.541 / -0.457 eV
<S²>: 6.01

Positions of all 39 atoms, in Å:
C (2.321, -0.879, 3.634)
C (2.498, 0.522, 3.367)
C (1.259, 1.078, 2.914)
H (3.551, 1.037, 3.129)
C (0.280, 0.019, 2.911)
C (0.931, -1.180, 3.347)
H (0.453, -2.155, 3.456)
H (3.102, -1.598, 3.937)
H (1.066, 2.131, 2.660)
H (-0.779, 0.143, 2.631)
C (2.898, 0.549, -1.158)
C (4.025, 0.496, -0.257)
C (4.397, -0.883, -0.053)
H (4.451, 1.342, 0.280)
C (3.470, -1.691, -0.819)
C (2.561, -0.805, -1.516)
H (1.767, -1.102, -2.213)
H (2.410, 1.453, -1.541)
H (5.151, -1.252, 0.656)
H (3.456, -2.783, -0.858)
Pm (2.244, -0.591, 1.136)
O (-1.228, 0.391, -0.332)
C (-1.593, 1.811, -0.091)
C (-2.559, 0.628, -0.085)
H (-1.054, 2.195, 0.826)
H (-1.784, 2.464, -0.927)
H (-2.986, 0.469, 0.894)
H (-4.869, -0.566, -0.085)
C (-4.497, -0.428, -1.100)
C (-3.317, 0.256, -1.277)
C (-2.683, 0.346, -2.567)
H (-1.679, 0.789, -2.643)
C (-3.379, -0.113, -3.665)
H (-2.981, 0.129, -4.647)
C (-4.678, -0.654, -3.510)
H (-5.253, -0.890, -4.399)
C (-5.187, -0.862, -2.228)
H (-6.216, -1.213, -2.110)
F (4.429, 1.399, 2.300)

Atomic forces in eV per Å
-1.4 0.8 -0.2
-0.2 -0.1 1.0
-0.2 -1.1 0.5
-1.0 -0.3 0.7
0.4 0.0 0.2
0.0 0.3 0.1
0.1 0.3 0.0
-0.5 0.5 -0.1
0.2 -0.7 0.1
0.6 -0.3 0.2
0.9 -1.1 0.2
0.2 -0.4 -1.3
-0.6 0.4 -1.1
0.0 -0.3 -0.2
0.2 0.9 -0.6
0.9 -0.1 0.5
0.4 0.1 0.5
0.2 -0.5 0.3
-0.3 0.3 -0.5
0.0 0.4 -0.1
-1.5 0.5 0.9
2.0 1.1 0.5
-0.1 -1.8 0.7
0.4 1.9 0.7
-1.2 -0.3 -1.1
0.8 0.0 -0.4
0.0 -0.8 0.2
-0.1 0.0 -0.3
-0.1 0.3 -0.5
0.5 -0.5 -1.0
-0.8 0.1 1.3
-0.7 -0.2 -0.1
-0.7 0.6 0.0
-0.1 -0.5 0.0
0.8 0.1 0.4
0.0 -0.1 0.2
-0.8 0.3 -0.6
0.4 -0.2 -0.1
1.3 0.3 -1.2

Here is what natural (NBO) gives for the atomic charges, in e: C -0.434; C -0.389; C -0.401; H 0.387; C -0.346; C -0.383; H 0.228; H 0.239; H 0.237; H 0.226; C -0.368; C -0.334; C -0.397; H 0.313; C -0.400; C -0.342; H 0.243; H 0.245; H 0.259; H 0.239; Pm 1.933; O -0.505; C -0.140; C 0.035; H 0.211; H 0.196; H 0.189; H 0.215; C -0.232; C 0.019; C -0.226; H 0.227; C -0.211; H 0.217; C -0.208; H 0.219; C -0.207; H 0.216; F -0.772

Record 2
Computed, not measured: a 2-piece molecular cluster, C18H18N2 overall, with ωB97M-V/def2-TZVPD.

## Properties
energy relative to the best compared isomer or geometry (same formula, charge and spin): 25.73 kcal per mole
frontier orbital gap: 8.682 eV
SMILES: Cc1c[nH]c2ccccc12.Cc1c[nH]c2ccccc12
LUMO energy: 0.822 eV

Positions of all 38 atoms, in Å:
C (-2.964, 3.097, 1.797)
C (-2.098, 1.034, 0.583)
C (-2.000, 1.982, 1.537)
C (-0.509, 0.316, 1.974)
C (-1.030, 1.509, 2.488)
C (0.322, -0.502, 2.742)
C (-0.796, 1.840, 3.831)
C (0.612, -0.118, 4.030)
C (-0.014, 1.009, 4.593)
N (-1.274, -0.055, 0.870)
H (-2.739, 1.062, -0.287)
H (-0.878, -0.495, 0.049)
H (-3.372, 3.522, 0.873)
H (-2.605, 3.939, 2.387)
H (0.872, -1.324, 2.299)
H (-1.244, 2.756, 4.200)
H (1.236, -0.747, 4.650)
H (0.040, 1.129, 5.670)
H (-3.832, 2.667, 2.306)
C (3.719, -1.760, -1.564)
C (0.054, -1.512, -2.285)
C (1.328, -0.949, -2.401)
C (2.224, -1.767, -1.609)
C (1.435, -2.669, -0.978)
C (-1.026, -0.957, -2.967)
C (-0.755, -0.049, -3.976)
C (1.582, 0.077, -3.313)
C (0.549, 0.441, -4.159)
N (0.127, -2.599, -1.441)
H (-0.717, -2.903, -0.987)
H (-1.999, -1.438, -2.987)
H (1.640, -3.300, -0.124)
H (-1.467, 0.139, -4.771)
H (2.555, 0.531, -3.404)
H (4.039, -1.867, -0.527)
H (4.177, -0.799, -1.839)
H (0.717, 1.193, -4.920)
H (4.093, -2.432, -2.338)

Atomic forces in eV per Å
-0.6 0.0 -0.5
-0.2 0.2 -0.2
-0.3 0.5 0.6
-0.7 -0.9 0.7
-0.1 -0.4 0.1
1.1 0.3 -0.4
0.1 0.4 -0.6
-0.5 0.0 0.1
0.0 -0.2 0.5
0.4 1.0 -1.1
0.1 -0.3 0.0
0.3 -0.3 0.2
0.2 -0.1 0.0
0.3 -0.2 0.1
-0.4 -0.3 0.0
0.0 -0.2 0.3
0.1 0.0 0.0
0.3 0.4 -0.1
0.0 0.2 0.2
-0.1 1.3 -0.1
-0.3 0.7 0.1
1.0 -0.7 -0.3
-0.2 0.4 0.2
-0.5 -0.4 0.7
-0.4 -0.8 -1.2
0.7 -0.4 -0.2
-0.6 -0.1 -0.4
0.0 0.7 0.4
-0.4 0.9 0.0
0.3 -0.4 0.3
0.0 0.1 0.4
0.3 -0.3 -0.4
-0.3 0.3 0.4
0.2 -0.1 0.0
0.4 -0.9 -0.3
-0.5 0.1 -0.1
0.1 -0.1 -0.1
0.3 -0.5 0.7

Here is what natural (NBO) gives for the atomic charges, in e: C -0.633; C -0.030; C -0.077; C 0.136; C -0.096; C -0.228; C -0.185; C -0.218; C -0.235; N -0.542; H 0.208; H 0.403; H 0.219; H 0.217; H 0.209; H 0.211; H 0.211; H 0.211; H 0.217; C -0.639; C 0.124; C -0.097; C -0.072; C -0.040; C -0.246; C -0.213; C -0.186; C -0.233; N -0.540; H 0.410; H 0.212; H 0.211; H 0.215; H 0.216; H 0.227; H 0.216; H 0.211; H 0.226

Record 3
Computed, not measured: C18H18N3OsS4Sb as an isolated structure, with ωB97M-V/def2-TZVPD.

## Properties
energy relative to the best compared isomer or geometry (same formula, charge and spin): 0.00 kcal per mole
frontier orbital gap (alpha / beta): 7.255 / 5.896 eV
2S+1: 5
LUMO energy (alpha / beta): -0.201 / -2.049 eV
<S²>: 6.03

Positions of all 45 atoms, in Å:
Os (-0.872, 1.352, 0.748)
C (2.251, 0.619, -0.212)
N (1.212, 1.580, 0.157)
C (1.567, 2.839, 0.139)
C (0.617, 3.829, 0.386)
C (0.621, 5.218, 0.424)
C (-0.708, 5.599, 0.645)
C (-1.468, 4.436, 0.724)
N (-0.667, 3.358, 0.559)
C (1.982, -0.239, -1.431)
C (3.052, -0.989, -1.918)
C (2.890, -1.849, -2.993)
C (1.649, -1.963, -3.609)
C (0.584, -1.207, -3.144)
C (0.749, -0.350, -2.059)
H (2.452, -0.028, 0.640)
H (3.184, 1.158, -0.384)
H (2.597, 3.110, -0.077)
H (1.485, 5.857, 0.313)
H (-1.092, 6.602, 0.743)
H (-2.523, 4.325, 0.921)
H (4.026, -0.902, -1.445)
H (3.736, -2.421, -3.356)
H (1.520, -2.629, -4.453)
H (-0.383, -1.275, -3.626)
H (-0.089, 0.248, -1.731)
S (-3.999, 3.438, 3.740)
Sb (-3.223, 1.470, 3.069)
S (-3.075, 1.571, 0.530)
S (-0.804, 1.341, 3.138)
S (-4.132, -0.540, 3.414)
C (-0.895, -5.119, 0.634)
C (-0.933, -3.619, 0.704)
C (-2.075, -2.899, 0.395)
C (-2.063, -1.519, 0.431)
N (-0.963, -0.818, 0.744)
C (0.129, -1.516, 1.103)
C (0.187, -2.886, 1.087)
H (-1.897, -5.544, 0.638)
H (-0.335, -5.537, 1.470)
H (-0.399, -5.435, -0.285)
H (-3.000, -3.402, 0.143)
H (-2.954, -0.949, 0.218)
H (0.954, -0.936, 1.468)
H (1.102, -3.379, 1.395)

Atomic forces in eV per Å
-0.1 0.2 0.4
-0.1 0.1 0.0
0.0 -0.1 -0.2
0.2 0.1 0.0
0.0 -0.3 -0.2
-0.2 0.3 0.1
0.2 0.1 0.0
0.2 -0.3 0.0
-0.2 0.2 0.0
0.0 -0.1 0.0
0.0 -0.1 0.0
0.0 0.1 0.0
0.0 0.0 0.0
0.1 0.0 0.0
0.1 0.0 -0.1
0.0 -0.1 0.1
0.0 0.1 0.0
0.0 0.0 0.0
-0.1 0.0 0.0
0.0 0.0 0.0
0.0 0.0 0.0
-0.1 0.0 0.0
0.0 0.0 0.0
0.0 0.0 0.0
0.0 0.0 0.0
-0.1 0.1 0.1
0.1 0.2 -0.1
-0.2 -0.2 0.3
0.0 0.0 -0.3
0.1 0.0 -0.1
0.1 -0.1 -0.1
0.0 0.1 0.0
0.0 -0.2 0.0
-0.2 0.0 0.0
0.2 0.0 -0.1
0.0 0.0 -0.1
-0.3 0.0 0.1
0.1 -0.1 0.0
0.0 0.0 0.0
0.0 0.0 0.0
0.0 0.0 0.0
0.0 0.0 0.0
0.0 0.0 -0.1
0.2 0.1 0.0
-0.1 0.0 0.0

Here is what natural (NBO) gives for the atomic charges, in e: Os 1.006; C -0.251; N -0.589; C 0.160; C 0.025; C -0.207; C -0.306; C 0.033; N -0.522; C 0.047; C -0.238; C -0.199; C -0.218; C -0.187; C -0.249; H 0.202; H 0.204; H 0.197; H 0.227; H 0.232; H 0.238; H 0.210; H 0.217; H 0.218; H 0.217; H 0.208; S -0.690; Sb 1.360; S -0.284; S -0.556; S -0.733; C -0.642; C 0.061; C -0.198; C 0.082; N -0.502; C 0.077; C -0.244; H 0.228; H 0.231; H 0.237; H 0.225; H 0.236; H 0.207; H 0.229

Record 4
Computed, not measured: one molecule with the formula C18H18N6OS, with ωB97M-V/def2-TZVPD.

## Properties
energy relative to the best compared isomer or geometry (same formula, charge and spin): 43.74 kcal per mole
frontier orbital gap: 7.107 eV
SMILES: COc1ccccc1/C=C/C=N/n1c(-c2n[nH]c3c2CCC3)n[nH]c1=S
LUMO energy: -0.397 eV

Positions of all 44 atoms, in Å:
C (3.177, -0.528, 3.373)
H (3.637, -1.436, 3.776)
O (2.075, -0.827, 2.550)
C (1.020, -1.504, 3.082)
C (0.935, -1.883, 4.415)
C (-0.181, -2.557, 4.882)
C (-1.226, -2.860, 4.026)
C (-1.150, -2.489, 2.699)
C (-0.040, -1.810, 2.195)
C (0.079, -1.431, 0.807)
C (-0.898, -1.455, -0.121)
C (-0.666, -1.048, -1.467)
N (-1.645, -0.991, -2.290)
N (-1.460, -0.528, -3.537)
C (-0.611, 0.464, -4.008)
N (-0.766, 0.630, -5.284)
N (-1.697, -0.267, -5.665)
C (-2.182, -0.991, -4.622)
S (-3.319, -2.165, -4.674)
H (-2.006, -0.326, -6.620)
C (0.214, 1.287, -3.148)
N (1.496, 1.534, -3.413)
N (1.946, 2.321, -2.431)
C (0.979, 2.585, -1.537)
C (-0.161, 1.938, -1.958)
C (-1.303, 2.216, -1.039)
H (-1.977, 2.949, -1.490)
H (-1.887, 1.333, -0.783)
C (-0.578, 2.805, 0.197)
H (-0.406, 2.003, 0.916)
H (-1.173, 3.575, 0.685)
C (0.791, 3.353, -0.281)
H (0.743, 4.425, -0.489)
H (1.579, 3.184, 0.454)
H (2.906, 2.626, -2.450)
H (0.356, -0.781, -1.746)
H (-1.909, -1.753, 0.110)
H (1.060, -1.081, 0.513)
H (-1.956, -2.742, 2.029)
H (-2.092, -3.388, 4.392)
H (-0.228, -2.845, 5.922)
H (1.735, -1.659, 5.103)
H (2.895, 0.136, 4.197)
H (3.893, -0.018, 2.730)

Atomic forces in eV per Å
0.2 0.1 0.2
0.0 0.0 0.0
-0.4 -0.1 -0.2
-0.3 -0.1 -0.2
0.3 0.1 0.0
-0.1 0.0 -0.1
-0.1 -0.1 0.2
0.3 0.1 -0.1
0.1 -0.1 0.7
-0.3 0.2 -0.9
0.2 -0.2 1.0
0.3 0.3 -1.2
-0.6 -0.5 1.3
0.6 0.4 -1.4
-0.1 0.0 -0.6
0.6 0.6 0.1
0.0 -0.2 1.0
-0.2 -0.2 -0.2
-0.4 -0.4 0.0
0.0 -0.1 0.2
0.6 0.7 0.5
0.1 -0.5 -0.7
-0.2 0.1 0.1
-0.7 -0.4 -0.1
0.6 0.3 0.2
-0.2 0.0 0.0
-0.1 0.0 0.0
-0.1 0.0 0.0
-0.1 0.0 0.0
0.0 0.0 0.0
0.0 0.0 0.1
0.2 0.2 0.1
0.0 0.0 0.1
0.0 0.1 0.0
-0.2 -0.1 0.0
-0.1 0.0 0.0
-0.2 -0.1 0.1
0.0 0.0 -0.1
-0.1 0.0 -0.1
-0.1 0.0 0.0
0.0 0.0 0.1
0.1 0.0 0.0
0.0 0.0 0.0
0.0 0.0 0.1

Here is what natural (NBO) gives for the atomic charges, in e: C -0.250; H 0.181; O -0.502; C 0.319; C -0.301; C -0.176; C -0.243; C -0.165; C -0.078; C -0.149; C -0.246; C 0.078; N -0.227; N -0.239; C 0.282; N -0.225; N -0.381; C 0.201; S -0.225; H 0.428; C 0.116; N -0.242; N -0.318; C 0.145; C -0.137; C -0.419; H 0.214; H 0.228; C -0.376; H 0.210; H 0.213; C -0.434; H 0.217; H 0.220; H 0.413; H 0.183; H 0.220; H 0.219; H 0.213; H 0.218; H 0.216; H 0.219; H 0.178; H 0.201